ORCA calculation (ωB97M-V/def2-TZVPD) on a cluster of 6 separate species, C13H26Br2FN5O13 in total.

Geometry (Å):
C 2.769 2.036 1.332
C 2.804 0.605 1.810
F 3.900 -0.037 1.202
C 1.589 -0.268 1.518
O 1.842 -1.498 2.246
C 0.699 -1.983 2.760
O 0.554 -3.068 3.232
O -0.274 -1.053 2.672
C 0.225 0.173 2.113
C -0.886 0.618 1.165
Br -0.217 1.707 -0.313
C -2.156 1.243 1.840
C -2.553 2.650 1.398
Br -2.064 1.241 3.795
H 2.596 2.073 0.255
H 1.959 2.590 1.812
H 3.726 2.521 1.533
H 2.973 0.546 2.892
H 1.512 -0.555 0.465
H 0.442 0.867 2.928
H -1.211 -0.295 0.666
H -2.992 0.587 1.597
H -3.403 2.953 2.012
H -2.897 2.617 0.366
H -1.757 3.378 1.544
C 3.887 -3.426 0.318
N 3.922 -3.655 -1.152
O 4.170 -4.775 -1.552
O 3.693 -2.701 -1.862
H 4.102 -4.363 0.818
H 4.631 -2.669 0.547
H 2.896 -3.064 0.566
C -2.225 6.077 -2.065
N -2.707 5.779 -0.689
O -2.374 6.517 0.214
O -3.406 4.794 -0.555
H -1.615 6.972 -2.021
H -1.653 5.221 -2.400
H -3.099 6.214 -2.692
C 4.223 -6.856 -3.915
N 3.348 -7.928 -4.466
O 2.920 -8.763 -3.698
O 3.120 -7.891 -5.657
H 4.335 -7.015 -2.851
H 5.176 -6.923 -4.432
H 3.744 -5.905 -4.120
C -2.809 -2.558 5.741
N -3.896 -1.679 6.257
O -4.872 -1.517 5.557
O -3.724 -1.181 7.349
H -3.101 -2.923 4.764
H -1.906 -1.958 5.683
H -2.684 -3.372 6.447
C -3.103 3.943 -6.704
N -2.946 4.684 -5.423
O -1.833 4.764 -4.945
O -3.950 5.165 -4.942
H -2.130 3.577 -7.008
H -3.799 3.130 -6.522
H -3.514 4.639 -7.429

Its molar mass is 639.18 g mol⁻¹. For the gap between HOMO and LUMO, the calculation gives 10.23 eV. The net charge is 0. The SMILES is C[C@H](F)[C@H]1OC(=O)O[C@@H]1[C@H](Br)[C@H](C)Br.C[N+](=O)[O-].C[N+](=O)[O-].C[N+](=O)[O-].C[N+](=O)[O-].C[N+](=O)[O-].


ORCA calculation (ωB97M-V/def2-TZVPD) on a structure of composition C13H26EuN6O6 at a distorted geometry.

Geometry (Å):
O -0.760 0.707 -5.354
H -1.295 0.305 -6.057
Eu -0.610 0.329 -0.310
N -0.431 2.112 1.041
N 0.840 1.490 -1.436
N -1.943 -0.763 1.159
N -1.016 -1.483 -1.405
O -1.095 2.219 2.186
O -2.241 -0.339 2.509
O -0.357 -1.675 -2.679
O 1.421 0.723 -2.313
C 1.282 2.503 -0.659
C 0.621 2.860 0.613
C -2.053 -2.025 0.762
C -1.490 -2.420 -0.599
C 0.984 3.994 1.479
H 1.220 3.584 2.468
H 0.086 4.622 1.553
H 1.821 4.524 1.035
C 2.392 3.202 -1.332
H 2.050 3.397 -2.360
H 3.223 2.487 -1.375
H 2.613 4.104 -0.782
C -2.764 -3.034 1.587
C -1.580 -3.802 -1.126
H -3.389 -2.473 2.291
H -2.012 -3.627 2.120
H -3.362 -3.652 0.911
H -0.793 -3.902 -1.885
H -2.569 -3.891 -1.593
H -1.451 -4.484 -0.287
H -1.917 0.620 2.533
H -0.054 -0.762 -2.953
C -1.666 1.157 -4.352
H -1.102 1.817 -3.678
H -2.027 0.298 -3.764
H -2.516 1.702 -4.810
O -2.810 1.477 -0.461
H -2.971 0.668 0.095
H -2.269 2.078 0.116
C 3.262 -1.039 3.743
N 2.563 -1.121 2.485
C 2.805 -2.059 1.485
C 1.905 -1.787 0.488
N 1.156 -0.696 0.870
C 1.551 -0.307 2.087
H 3.142 -1.971 4.306
H 4.334 -0.882 3.575
H 2.867 -0.208 4.334
H 3.554 -2.835 1.532
H 1.718 -2.259 -0.474
H 1.136 0.517 2.681

Its molar mass is 514.35 g mol⁻¹. The spin multiplicity is 8. For the gap between HOMO and LUMO (alpha / beta), the calculation gives 6.01 / 6.77 eV. The net charge is 0. As for the energy above the lowest of the compared OMol25 structures with the same formula, charge and spin: 0.819 eV.


Question: molar mass of number 2 (C13H26EuN6O6)?
Answer: 514.35 g mol⁻¹


Question: Which formula does entry 2 have?
Answer: C13H26EuN6O6